Entry 1:
DFT (ωB97M-V with the def2-TZVPD basis set) results for a structure of composition C21H35OSSi2Ti.

ORCA input file:
```
! RIJCOSX wB97M-V def2-TZVPD def2/J DEFGRID3
* xyz 0 2
Ti -0.446 -0.361 -0.065
C -1.170 2.085 -3.146
S -2.212 1.219 -1.968
C -3.830 1.494 -2.703
H -1.270 1.651 -4.140
H -0.141 1.963 -2.813
H -1.420 3.146 -3.162
H -4.062 2.557 -2.729
H -4.569 0.987 -2.086
H -3.866 1.081 -3.712
C 2.128 -2.165 1.490
Si 0.272 -1.976 1.881
C -0.425 -3.732 1.989
C 0.156 -1.253 3.631
H 2.634 -2.730 2.281
H 2.631 -1.200 1.397
H 2.278 -2.698 0.548
H 0.109 -4.288 2.766
H -0.294 -4.263 1.045
H -1.489 -3.751 2.235
H 0.673 -1.910 4.338
H -0.878 -1.146 3.967
H 0.625 -0.270 3.684
C -2.000 -4.931 -1.066
C -2.485 -3.649 -0.887
C -1.685 -2.565 -1.239
C -0.402 -2.717 -1.774
C 0.074 -4.030 -1.901
C -0.713 -5.117 -1.567
Si 0.574 -1.155 -2.311
C 0.061 -0.786 -4.090
C -1.230 -1.027 -4.565
C -1.609 -0.648 -5.845
C -0.700 -0.014 -6.683
C 0.592 0.221 -6.236
C 0.964 -0.164 -4.955
H -2.610 -5.786 -0.803
H -3.475 -3.488 -0.481
H -2.142 -1.570 -1.138
H 1.070 -4.194 -2.293
H -0.328 -6.121 -1.697
H 2.000 -1.595 -2.414
H -1.955 -1.520 -3.926
H -2.615 -0.852 -6.193
H -0.994 0.282 -7.682
H 1.313 0.703 -6.885
H 1.980 0.027 -4.623
C 1.077 2.486 2.226
C 0.046 2.561 1.109
C -1.302 3.034 1.638
C 0.532 3.454 -0.024
O -0.133 1.253 0.583
H 1.260 3.478 2.642
H 2.019 2.087 1.847
H 0.720 1.836 3.024
H -1.220 4.041 2.053
H -1.652 2.364 2.424
H -2.037 3.046 0.832
H 0.699 4.471 0.335
H -0.213 3.486 -0.820
H 1.466 3.068 -0.434
*
```

Results
* <S²>: 0.7596
* frontier orbital gap (spin up / spin down): 7.47 / 7.37 eV
* energy above the lowest of the compared OMol25 structures with the same formula, charge and spin: 21.3 kJ/mol
* energy: -74098.0989 eV
* LUMO (spin up / spin down): 0.2 / 0.1 eV

***

Entry 2:
DFT (ωB97M-V with the def2-TZVPD basis set) results for a cluster of 12 separate species, C28H60N4O33S7 in total at a distorted geometry.

ORCA input file:
```
! RIJCOSX wB97M-V def2-TZVPD def2/J DEFGRID3
* xyz 1 2
C 1.128 -2.735 -4.044
O 1.868 -1.789 -3.989
N 1.286 -3.784 -3.417
N 0.308 -2.893 -5.074
H 0.744 -4.615 -3.606
H 2.100 -3.744 -2.820
H 0.185 -1.982 -5.493
H -0.397 -3.612 -5.159
C -3.237 -3.243 2.209
O -4.376 -3.247 2.657
N -2.654 -4.288 1.636
N -2.366 -2.312 2.513
H -1.651 -4.190 1.568
H -3.185 -5.147 1.631
H -1.451 -2.128 2.127
H -2.763 -1.461 2.885
C 3.089 4.002 3.442
C 3.265 2.940 2.394
O 4.671 2.840 2.320
S 5.530 4.200 2.698
O 5.993 4.908 1.483
O 6.491 4.005 3.777
O 4.072 4.944 3.171
H 3.143 3.625 4.463
H 2.097 4.411 3.253
H 3.034 3.455 1.461
H 2.829 1.950 2.525
C -0.261 1.847 -4.310
C -1.470 1.908 -3.305
O -1.784 3.254 -3.481
S -1.886 3.716 -5.044
O -1.383 5.065 -5.117
O -3.226 3.426 -5.603
O -0.758 2.509 -5.449
H -0.004 0.827 -4.597
H 0.584 2.476 -4.028
H -1.132 1.618 -2.310
H -2.355 1.352 -3.617
C -1.669 6.595 -1.042
C -2.810 5.665 -0.727
O -2.209 4.599 -0.005
S -1.102 5.190 1.062
O 0.072 4.306 1.246
O -1.707 5.700 2.257
O -0.798 6.522 0.087
H -1.728 7.631 -1.376
H -0.998 6.026 -1.686
H -3.374 5.446 -1.634
H -3.486 6.054 0.034
C 5.021 4.845 -3.327
C 5.484 3.629 -4.061
O 5.343 2.501 -3.178
S 4.474 2.877 -1.809
O 5.001 2.272 -0.576
O 3.035 2.877 -2.031
O 4.913 4.447 -2.020
H 3.995 5.096 -3.595
H 5.592 5.737 -3.582
H 6.555 3.662 -4.263
H 4.990 3.583 -5.031
C -3.596 -1.689 -3.048
C -3.848 -2.803 -2.027
O -4.728 -3.739 -2.629
S -5.254 -3.166 -4.163
O -6.686 -3.270 -4.258
O -4.347 -3.671 -5.242
O -4.852 -1.586 -3.717
H -2.868 -1.975 -3.808
H -3.295 -0.719 -2.651
H -4.187 -2.353 -1.095
H -2.982 -3.465 -2.001
C -1.730 1.272 4.403
C -1.386 1.278 5.866
O -0.775 0.007 6.019
S 0.301 -0.292 4.777
O 0.383 -1.691 4.483
O 1.548 0.462 4.796
O -0.759 0.495 3.734
H -1.877 2.332 4.192
H -2.708 0.876 4.127
H -2.271 1.182 6.493
H -0.759 2.106 6.198
C -6.602 0.764 2.248
C -5.600 -0.250 2.771
O -4.287 0.248 2.515
S -4.342 1.087 1.036
O -4.318 0.124 -0.029
O -3.502 2.319 1.013
O -5.995 1.445 1.211
H -6.967 1.545 2.915
H -7.491 0.253 1.880
H -5.696 -1.241 2.328
H -5.728 -0.502 3.824
C 0.658 -6.123 1.498
C 1.191 -5.452 2.774
C 0.690 -4.023 2.777
O -0.022 -3.890 1.596
C 0.425 -4.897 0.664
H -0.249 -6.727 1.533
H 1.419 -6.708 0.982
H 2.256 -5.656 2.670
H 1.011 -6.102 3.630
H 1.499 -3.296 2.715
H -0.059 -3.717 3.507
H 1.318 -4.554 0.141
H -0.392 -4.972 -0.054
C 4.563 -3.014 1.572
C 3.832 -2.000 0.716
C 4.125 -2.561 -0.721
O 4.578 -3.882 -0.547
C 4.515 -4.275 0.838
H 4.131 -3.156 2.563
H 5.613 -2.811 1.783
H 4.310 -1.052 0.963
H 2.756 -2.024 0.886
H 4.831 -1.965 -1.299
H 3.195 -2.789 -1.242
H 5.330 -4.990 0.952
H 3.498 -4.667 0.834
C 0.981 0.340 -0.032
C 0.761 -0.652 -1.238
C -0.587 -1.283 -1.077
O -1.363 -0.147 -0.582
C -0.530 0.597 0.309
H 1.369 1.284 -0.413
H 1.518 0.009 0.857
H 1.508 -1.446 -1.245
H 0.821 -0.115 -2.185
H -0.584 -2.133 -0.395
H -0.864 -1.721 -2.036
H -0.744 0.164 1.286
H -0.777 1.657 0.370
*
```

Results
* <S²>: 0.7540
* frontier orbital gap (spin up / spin down): 8.65 / 2.82 eV
* energy: -179361.3512 eV
* LUMO (spin up / spin down): -3.0 / -8.8 eV

***

Entry 3:
DFT (ωB97M-V with the def2-TZVPD basis set) results for a cluster of 2 separate species, CHN2O4 in total at a distorted geometry.

ORCA input file:
```
! RIJCOSX wB97M-V def2-TZVPD def2/J DEFGRID3
* xyz -1 1
C -1.793 0.142 0.070
N 1.916 -0.688 -0.075
N -0.546 0.420 -0.252
O 2.179 0.438 0.295
O 2.683 -1.646 -0.110
O 0.264 1.344 -0.069
O -2.735 0.944 0.070
H -1.967 -0.954 0.071
*
```

Results
* frontier orbital gap (spin up / spin down): 7.65 / 6.54 eV
* energy above the lowest of the compared OMol25 structures with the same formula, charge and spin: 424.8 kJ/mol
* energy: -12218.1223 eV
* LUMO (spin up / spin down): 3.5 / 2.9 eV

***

Entry 4:
DFT (ωB97M-V with the def2-TZVPD basis set) results for a cluster of 10 separate species, C38H78Cl18FNO3P in total at a distorted geometry.

ORCA input file:
```
! RIJCOSX wB97M-V def2-TZVPD def2/J DEFGRID3
* xyz -1 1
C 3.233 -5.296 3.721
C 1.973 -5.210 2.776
N 1.778 -6.266 2.001
C 0.899 -4.043 2.679
P 1.591 -2.252 2.870
C 2.431 -0.513 2.862
C 4.047 -0.590 3.023
C 4.607 -0.736 1.504
C 6.070 -1.436 1.527
C 7.154 -0.255 1.584
C 7.834 -0.255 3.042
O 7.403 0.961 3.732
C 7.644 0.857 5.112
C 6.492 1.347 6.084
O 8.720 0.435 5.576
C 1.955 -2.404 4.731
C 1.136 -3.380 5.629
C -0.384 -3.026 5.908
F 1.770 -3.330 6.966
O -0.012 -1.598 3.148
C -0.389 -0.551 2.271
C -2.014 -0.571 2.190
C -2.631 -0.915 3.627
C -2.630 0.811 1.685
C -2.354 2.051 2.654
C -2.249 1.173 0.154
H 2.956 -5.540 4.803
H 3.883 -4.367 3.743
H 3.921 -6.153 3.390
H 0.918 -6.132 1.448
H 0.500 -4.103 1.599
H -0.053 -4.229 3.301
H 1.472 -2.125 1.436
H 2.930 -2.803 2.621
H 1.972 0.205 3.639
H 2.298 0.040 1.859
H 4.396 -1.521 3.561
H 4.431 0.388 3.465
H 4.616 0.273 0.987
H 3.925 -1.502 1.002
H 6.274 -2.018 0.558
H 6.175 -2.184 2.371
H 6.659 0.769 1.477
H 7.931 -0.357 0.752
H 8.967 -0.186 2.880
H 7.576 -1.172 3.657
H 6.044 0.450 6.629
H 5.668 1.901 5.522
H 6.963 2.073 6.830
H 1.869 -1.353 5.190
H 3.064 -2.675 4.861
H 1.194 -4.494 5.370
H -1.074 -3.282 5.049
H -0.490 -1.921 6.198
H -0.743 -3.610 6.825
H -0.043 -0.627 1.196
H -0.153 0.473 2.741
H -2.364 -1.368 1.438
H -1.964 -0.454 4.438
H -2.742 -2.036 3.788
H -3.661 -0.417 3.759
H -3.772 0.671 1.672
H -2.427 1.795 3.760
H -1.282 2.384 2.470
H -3.051 2.934 2.470
H -1.562 2.091 0.105
H -1.829 0.283 -0.408
H -3.209 1.478 -0.372
Cl -4.218 3.577 -1.923
C -3.946 2.822 -3.515
C -4.764 1.561 -3.698
Cl -4.211 0.233 -2.643
H -2.878 2.626 -3.618
H -4.231 3.560 -4.266
H -4.670 1.206 -4.725
H -5.822 1.736 -3.495
Cl -4.871 2.328 -6.999
C -5.117 3.731 -8.071
C -3.971 4.715 -7.996
Cl -3.898 5.546 -6.421
H -6.064 4.196 -7.804
H -5.205 3.341 -9.087
H -4.092 5.493 -8.758
H -3.011 4.224 -8.163
Cl -8.293 5.439 -7.981
C -8.263 7.045 -7.208
C -7.355 7.081 -5.998
Cl -7.992 6.109 -4.649
H -9.289 7.313 -6.948
H -7.907 7.752 -7.959
H -7.265 8.107 -5.634
H -6.356 6.716 -6.236
Cl -5.643 10.058 -8.712
C -5.358 9.298 -10.298
C -6.204 8.059 -10.497
Cl -5.703 6.726 -9.427
H -4.294 9.074 -10.379
H -5.608 10.043 -11.056
H -6.099 7.698 -11.522
H -7.261 8.260 -10.315
Cl 1.561 -5.218 -2.177
C 1.629 -6.939 -2.626
C 0.323 -7.653 -2.352
Cl -0.002 -7.807 -0.608
H 2.458 -7.397 -2.084
H 1.856 -6.979 -3.693
H 0.361 -8.666 -2.757
H -0.521 -7.136 -2.810
Cl 0.039 6.136 -6.406
C 0.226 7.510 -7.524
C -1.060 7.830 -8.256
Cl -1.509 6.554 -9.416
H 1.034 7.273 -8.218
H 0.533 8.367 -6.924
H -0.941 8.751 -8.830
H -1.893 7.966 -7.564
Cl -4.405 -2.145 6.719
C -5.485 -2.814 5.471
C -5.158 -4.256 5.144
Cl -3.595 -4.416 4.308
H -5.416 -2.177 4.587
H -6.502 -2.745 5.862
H -5.917 -4.667 4.476
H -5.126 -4.874 6.042
Cl -1.991 -7.170 2.578
C -1.928 -8.893 2.134
C -3.236 -9.604 2.413
Cl -3.563 -9.756 4.159
H -1.098 -9.350 2.675
H -1.704 -8.936 1.068
H -3.199 -10.618 2.010
H -4.079 -9.086 1.955
Cl 12.231 2.937 3.812
C 11.975 1.305 4.483
C 12.560 0.225 3.597
Cl 11.671 0.062 2.062
H 10.903 1.165 4.634
H 12.462 1.285 5.460
H 12.498 -0.741 4.102
H 13.607 0.420 3.363
*
```

Results
* frontier orbital gap: 4.99 eV
* energy: -285711.6329 eV
* LUMO: 1.0 eV

***

Entry 5:
DFT (ωB97M-V with the def2-TZVPD basis set) results for a structure of composition C41H43FIrN7O3 at a distorted geometry.

ORCA input file:
```
! RIJCOSX wB97M-V def2-TZVPD def2/J DEFGRID3
* xyz 1 2
Ir 0.035 0.088 0.704
C 1.599 -4.773 0.120
C 0.319 -3.936 0.272
C -0.750 -4.847 0.892
C -0.096 -3.338 -1.066
C -0.817 -4.153 -1.928
C -1.165 -3.715 -3.191
C -0.740 -2.473 -3.612
C -0.006 -1.601 -2.802
C 0.455 -0.345 -3.557
C -0.420 0.893 -3.374
C 1.931 0.016 -3.432
C 0.259 -2.030 -1.480
N 0.897 -1.188 -0.483
C 2.236 -1.553 -0.181
C 3.179 -1.912 -1.138
C 4.459 -2.298 -0.768
C 4.823 -2.366 0.569
C 3.886 -2.073 1.550
C 2.626 -1.693 1.151
F 1.687 -1.452 2.119
H 1.845 -5.254 1.069
H 2.460 -4.191 -0.199
H 1.434 -5.560 -0.620
H 0.503 -3.125 0.978
H -0.691 -5.858 0.484
H -1.760 -4.483 0.723
H -0.584 -4.929 1.967
H -1.096 -5.149 -1.611
H -1.728 -4.353 -3.860
H -0.966 -2.158 -4.623
H 0.323 -0.632 -4.603
H -0.436 1.237 -2.349
H -1.451 0.701 -3.665
H -0.021 1.691 -4.006
H 2.203 0.323 -2.423
H 2.141 0.854 -4.096
H 2.577 -0.805 -3.745
H 2.892 -1.916 -2.176
H 5.173 -2.562 -1.536
H 5.821 -2.669 0.852
H 4.110 -2.155 2.605
N 1.786 1.157 0.966
C 2.340 1.799 -0.200
C 3.679 1.615 -0.503
C 4.222 2.232 -1.619
C 3.413 3.018 -2.427
C 2.074 3.191 -2.115
C 1.512 2.593 -0.989
C 0.090 2.798 -0.631
C -0.499 4.029 -0.920
C -1.820 4.294 -0.604
C -2.594 3.322 0.014
C -2.034 2.090 0.308
C -0.701 1.829 0.003
H 2.518 0.586 1.373
H 1.479 1.845 1.689
H 4.294 0.989 0.135
H 5.267 2.092 -1.860
H 3.822 3.492 -3.309
H 1.447 3.784 -2.768
H 0.104 4.806 -1.371
H -2.242 5.264 -0.831
H -3.627 3.518 0.268
H -2.635 1.337 0.796
O -0.668 0.625 2.585
N -1.128 1.688 3.235
N -0.446 2.745 3.153
O 0.633 2.912 2.516
C -0.997 3.901 3.855
C -0.445 5.134 3.564
C -0.950 6.256 4.207
C -1.982 6.132 5.123
C -2.517 4.881 5.403
C -2.031 3.751 4.768
H 0.360 5.204 2.850
H -0.529 7.228 3.988
H -2.369 7.009 5.625
H -3.319 4.782 6.122
H -2.440 2.775 4.977
C -4.274 -1.818 -2.062
N -3.598 -1.864 -0.767
C -3.987 -2.695 0.217
C -3.344 -2.722 1.400
C -2.209 -1.878 1.569
N -1.804 -1.048 0.594
C -2.530 -0.980 -0.596
O -2.271 -0.198 -1.476
N -1.534 -1.940 2.719
H -5.059 -2.570 -2.067
H -3.555 -2.024 -2.852
H -4.700 -0.831 -2.224
H -4.841 -3.324 0.006
H -3.664 -3.373 2.198
H -1.880 -2.552 3.437
H -0.967 -1.144 2.993
*
```

Results
* <S²>: 0.7662
* frontier orbital gap (spin up / spin down): 7.97 / 6.10 eV
* energy above the lowest of the compared OMol25 structures with the same formula, charge and spin: 12.3 kJ/mol
* energy: -65337.8468 eV
* LUMO (spin up / spin down): -2.7 / -4.6 eV

***

Entry 6:
DFT (ωB97M-V with the def2-TZVPD basis set) results for a structure of composition C21H13BrCl5N4O5RuS2 at a distorted geometry.

ORCA input file:
```
! RIJCOSX wB97M-V def2-TZVPD def2/J DEFGRID3
* xyz 0 2
Ru 0.147 0.172 -0.790
Br 2.343 -2.725 0.108
C 2.390 -1.161 1.162
C 3.306 -1.086 2.196
C 3.244 0.003 3.048
C 2.246 0.946 2.871
C 1.382 0.784 1.807
N 1.481 -0.227 0.935
C 0.208 1.696 1.592
O -0.099 2.551 2.380
O -0.458 1.469 0.479
H 4.036 -1.871 2.330
H 3.950 0.092 3.863
H 2.100 1.789 3.530
Cl -1.114 -1.452 1.904
C -1.351 -2.167 0.344
C -0.877 -1.539 -0.815
C -1.230 -2.138 -2.024
Cl -0.653 -1.474 -3.509
C -1.968 -3.322 -2.088
Cl -2.342 -4.038 -3.608
C -2.396 -3.936 -0.919
Cl -3.295 -5.401 -0.981
C -2.089 -3.350 0.306
Cl -2.640 -4.097 1.756
N -0.188 -1.264 -8.671
C 0.178 -0.519 -7.572
C 1.170 -0.984 -6.699
C 1.554 -0.227 -5.612
C 0.964 1.010 -5.378
C -0.007 1.490 -6.248
C -0.397 0.733 -7.335
S 1.388 1.930 -3.945
O 2.755 1.578 -3.621
O 1.074 3.307 -4.227
N 0.454 1.383 -2.753
C -0.808 1.885 -2.582
S -1.506 3.350 -3.157
C -2.907 2.962 -2.202
C -2.733 1.830 -1.499
N -1.523 1.203 -1.736
H 0.050 -2.239 -8.680
H -1.047 -1.029 -9.135
H 1.634 -1.946 -6.881
H 2.321 -0.589 -4.942
H -0.446 2.464 -6.075
H -1.151 1.113 -8.014
H -3.773 3.601 -2.195
H -3.432 1.392 -0.804
O 2.823 -0.063 -1.430
H 3.130 -0.934 -1.702
H 2.962 0.514 -2.212
*
```

Results
* <S²>: 0.7570
* frontier orbital gap (spin up / spin down): 7.29 / 7.09 eV
* energy above the lowest of the compared OMol25 structures with the same formula, charge and spin: 141.3 kJ/mol
* energy: -195092.7189 eV
* LUMO (spin up / spin down): -0.9 / -1.1 eV

***

Entry 7:
DFT (ωB97M-V with the def2-TZVPD basis set) results for a cluster of 2 separate species, C2H4N2O in total at a distorted geometry.

ORCA input file:
```
! RIJCOSX wB97M-V def2-TZVPD def2/J DEFGRID3
* xyz 0 1
C -1.607 0.766 0.372
C 0.866 0.375 -0.210
N -2.127 0.252 -0.605
N 2.007 0.851 -0.426
O 0.271 0.461 0.897
H -2.168 1.335 1.012
H 0.434 -0.328 -0.951
H -1.723 -0.352 -1.358
H 2.514 0.359 -1.130
*
```

Results
* frontier orbital gap: 8.98 eV
* energy above the lowest of the compared OMol25 structures with the same formula, charge and spin: 350.2 kJ/mol
* energy: -7162.8496 eV
* LUMO: -0.2 eV